1.
{
  "formula": "C3H10N6O",
  "method": "ωB97M-V/def2-TZVPD",
  "molar_mass_da": 146.2,
  "smiles": "[H]/N=N\\N(N)C(=O)C(C)(N)N",
  "e_lumo_ev": 0.6314,
  "homo_lumo_gap_ha": 0.35612,
  "e_homo_ha": -0.3329,
  "e_above_lowest_kcal_mol": 0.00,
  "energy_ev": -14259.015,
  "symbols": ["C", "C", "N", "C", "N", "N", "N", "N", "N", "O", "H", "H", "H", "H", "H", "H", "H", "H", "H", "H"],
  "xyz": [[1.11686, -0.23903, -0.28851], [1.65024, 1.20239, -0.35246], [-1.30420, 0.15972, 0.38823], [-0.01418, -0.18071, 0.77754], [-2.31308, 0.19315, 1.39082], [0.77688, -0.67461, -1.61358], [2.17248, -1.10330, 0.19730], [-1.64840, 0.10390, -0.89585], [-2.80259, 0.04715, -1.27878], [0.20292, -0.38571, 1.95387], [-2.48703, 1.15451, 1.66406], [-1.94009, -0.29903, 2.19596], [0.17381, -0.02049, -2.09276], [0.33811, -1.58700, -1.61690], [1.93118, -2.07897, 0.05704], [2.31979, -0.94882, 1.19079], [-3.53096, 0.04299, -0.55240], [0.88204, 1.87700, -0.72394], [2.49748, 1.20897, -1.03162], [1.97876, 1.52791, 0.63119]],
  "forces_ev_per_a": [[0.3291, 0.3192, 0.0540], [-0.0424, -0.3186, -0.1131], [-0.7403, 0.3400, 2.0576], [0.1280, -0.2469, -0.0791], [-0.0615, -0.2343, -0.5063], [0.4926, -0.1467, -0.3703], [0.2262, 0.0247, 0.1889], [0.3659, 0.0101, -1.0246], [-1.0929, 0.1493, -0.6832], [-0.0665, 0.1515, -0.1366], [0.1904, 0.0422, -0.0419], [0.0648, -0.0242, -0.0625], [0.0465, -0.2415, 0.1790], [-0.0893, 0.0793, -0.0422], [0.0260, 0.0777, 0.0579], [-0.0884, -0.1377, -0.1147], [0.3521, -0.0061, 0.6049], [-0.0808, 0.1217, 0.0008], [0.0500, -0.0122, -0.0593], [-0.0094, 0.0526, 0.0904]],
  "mulliken_charge": [1.030, -1.621, 0.657, 0.348, -0.833, -0.682, -0.676, 0.198, -0.860, -0.677, 0.230, 0.307, 0.314, 0.268, 0.276, 0.278, 0.308, 0.364, 0.437, 0.335]
}

2.
{
  "formula": "C4H11N3S",
  "method": "ωB97M-V/def2-TZVPD",
  "molar_mass_da": 133.2,
  "e_lumo_ev": -0.0253,
  "homo_lumo_gap_ha": 0.33871,
  "e_homo_ha": -0.3396,
  "e_above_lowest_kcal_mol": 102.73,
  "energy_ev": -19627.706,
  "symbols": ["C", "C", "C", "C", "N", "N", "N", "S", "H", "H", "H", "H", "H", "H", "H", "H", "H", "H", "H"],
  "xyz": [[-0.66468, 2.99286, -2.55386], [1.69812, -2.49532, 2.15237], [1.21982, -1.29721, 2.42532], [1.25351, -0.26642, 1.47014], [-2.62758, -1.37232, -0.30553], [-0.72176, -0.52485, -1.60543], [-1.52858, 2.57070, -1.77715], [-1.89192, -0.10022, -0.69956], [-0.60201, 3.92824, -3.05897], [0.21581, 2.42365, -2.78629], [2.04058, -2.77259, 1.15975], [1.46176, -3.24262, 2.78685], [0.81043, -1.14145, 3.40710], [2.11423, -0.52132, 0.84707], [1.52774, 0.70104, 1.95930], [0.36423, -0.09045, 0.80447], [-2.32911, -2.17910, -0.93207], [0.03903, 0.15787, -1.59919], [-2.37960, 3.22952, -1.69433]],
  "forces_ev_per_a": [[1.4608, 0.4183, -0.8520], [-0.2641, 1.2351, -1.8374], [-0.3694, -2.1540, 1.4668], [0.8152, 3.5602, -1.9572], [-1.0107, -0.6492, -1.1264], [0.3983, 0.5690, 0.1558], [-2.9715, 0.6201, 0.9853], [1.0768, -1.5071, 0.1807], [-0.6515, 1.0857, -0.3942], [0.4305, -0.8106, 0.2270], [0.2434, 0.1806, 0.0935], [-0.0941, -2.5686, 2.1642], [-0.3341, 0.1564, 0.2849], [-0.2282, 0.3854, -0.5656], [-0.4013, -0.4178, -0.5022], [0.7260, -0.3711, 0.9546], [-0.1111, 1.0158, 1.2208], [-0.5009, 0.2898, -0.4224], [1.7859, -1.0380, -0.0761]],
  "mulliken_charge": [-0.271, -0.917, 0.206, -0.742, -0.491, -0.524, -0.349, 0.489, 0.251, 0.171, 0.254, 0.319, 0.311, 0.325, 0.296, -0.073, 0.277, 0.243, 0.224]
}

3.
{
  "formula": "C8H11NO",
  "method": "ωB97M-V/def2-TZVPD",
  "molar_mass_da": 137.2,
  "e_lumo_ev": [-1.7016, -1.9988],
  "homo_lumo_gap_ha": [0.18139, 0.15320],
  "e_homo_ha": [-0.2439, -0.2267],
  "e_above_lowest_kcal_mol": 152.25,
  "energy_ev": -12005.798,
  "symbols": ["C", "C", "C", "C", "C", "C", "C", "C", "N", "O", "H", "H", "H", "H", "H", "H", "H", "H", "H", "H", "H"],
  "xyz": [[-2.46522, -0.27304, -0.06436], [-0.97596, -0.50606, 0.23702], [-2.88720, 0.90791, 0.38076], [-3.15867, -1.24163, -0.74207], [-0.06220, 0.45386, -0.01536], [2.15341, 0.64245, -1.32774], [2.08200, 0.41348, 1.26071], [1.42916, 0.02285, -0.07477], [-0.64577, -1.67414, 0.61197], [-3.23345, 1.88024, 0.92222], [-4.25850, -1.08542, -0.86168], [-2.65311, -2.20679, -0.88632], [-0.42105, 1.42591, -0.23454], [2.60767, -0.09258, -1.85882], [2.85159, 1.43279, -1.02643], [1.22674, 1.15427, -1.92294], [3.08468, 0.09609, 1.23991], [1.51364, -0.00964, 2.02644], [2.04159, 1.53009, 1.48327], [1.40132, -1.05433, -0.01237], [0.36934, -1.81632, 0.86511]],
  "forces_ev_per_a": [[1.3580, -2.2160, -1.2121], [0.4910, 0.3332, -0.0637], [-1.2612, 3.1446, 2.1737], [-1.0033, 0.6792, 1.1338], [1.2532, 0.4384, -0.6967], [-4.3370, 2.8132, 1.5253], [-0.5444, 2.5155, -1.2079], [-1.0009, 2.3442, 0.5543], [-0.0251, -3.7455, 1.3975], [0.6014, -1.8527, -1.3549], [1.1326, -0.4470, -0.2953], [-0.2811, 0.5862, -0.1957], [0.2726, 1.0931, -0.5060], [1.3857, -1.9387, -1.9163], [-0.1305, -0.2251, -0.1483], [2.6586, -1.2046, 0.8608], [1.4107, -0.4257, 0.4296], [-0.5970, -1.0150, 1.4939], [0.1793, -1.1992, -0.6152], [0.5038, -0.1120, -1.0712], [-2.0666, 0.4339, -0.2857]],
  "mulliken_charge": [0.457, 0.770, 0.417, -0.798, -1.070, -1.299, -1.561, 0.712, -0.948, -0.317, 0.293, 0.379, 0.378, 0.357, 0.326, 0.245, 0.444, 0.459, 0.302, 0.248, 0.207]
}